{"formula": "C46H55BN9O4S5Y", "method": "the ωB97M-V functional and the def2-TZVPD basis", "species": ["Y", "C", "C", "C", "C", "N", "N", "B", "N", "N", "C", "C", "C", "C", "C", "S", "C", "C", "C", "C", "N", "N", "C", "C", "C", "C", "C", "S", "C", "C", "C", "C", "C", "S", "C", "C", "C", "C", "H", "H", "H", "H", "H", "H", "H", "H", "H", "H", "H", "H", "H", "H", "H", "H", "H", "H", "H", "H", "H", "H", "H", "H", "H", "H", "H", "H", "H", "H", "H", "H", "H", "H", "H", "H", "H", "H", "H", "S", "C", "S", "C", "C", "N", "C", "N", "O", "H", "H", "O", "C", "C", "C", "C", "C", "C", "N", "C", "C", "C", "C", "C", "C", "C", "O", "O", "C", "C", "H", "H", "H", "H", "H", "H", "H", "H", "H", "H", "H", "H", "H", "H"], "coordinates": [[0.105755, 1.268460, 0.673493], [2.920410, -0.795457, -3.270872], [2.236022, -1.331084, -2.024275], [2.716606, -2.529936, -1.499722], [2.135264, -3.091490, -0.369012], [1.103402, -2.440240, 0.219246], [0.568957, -1.304359, -0.233043], [-0.753073, -0.983658, 0.581064], [-1.930454, -1.023771, -0.408358], [-2.082507, -2.141742, -1.122563], [-3.070943, -2.310301, -2.042635], [-3.971123, -1.252359, -2.242971], [-3.827253, -0.063077, -1.520727], [-4.801049, 1.068002, -1.773893], [-2.766973, 0.035745, -0.588470], [-2.532190, 1.243627, 0.142727], [-3.130088, -3.635561, -2.812751], [-3.317552, -4.792285, -1.814400], [-4.284550, -3.695094, -3.839826], [-1.798472, -3.824842, -3.566587], [-1.057061, -1.663408, 1.938153], [-1.666364, -2.850418, 1.880743], [-2.084521, -3.534045, 2.981387], [-1.851227, -2.966096, 4.240133], [-1.247164, -1.711559, 4.342722], [-1.062967, -1.109807, 5.721650], [-0.863556, -1.040668, 3.154455], [-0.343414, 0.306599, 3.227613], [-2.830737, -4.858412, 2.778914], [-4.096362, -4.571958, 1.946193], [-1.924372, -5.843204, 2.019329], [-3.271156, -5.527343, 4.102336], [1.122151, -0.686532, -1.407206], [0.644301, 0.572013, -2.064081], [2.588163, -4.452490, 0.166742], [4.083813, -4.418992, 0.533518], [2.339756, -5.528517, -0.914239], [1.782395, -4.842762, 1.425767], [3.755590, -1.446141, -3.607413], [3.337945, 0.213020, -3.068488], [2.189280, -0.731441, -4.104711], [3.537787, -3.037832, -1.988742], [-4.774933, -1.329786, -2.960321], [-5.559544, 0.800290, -2.540000], [-4.252514, 1.964080, -2.133090], [-5.336904, 1.318355, -0.834021], [-4.279045, -4.679504, -1.269414], [-2.488247, -4.814551, -1.077463], [-3.332115, -5.771037, -2.341053], [-5.269034, -3.588024, -3.334674], [-4.284811, -4.670543, -4.373033], [-4.178192, -2.893797, -4.602494], [-0.938387, -3.834129, -2.861748], [-1.644054, -2.998452, -4.293889], [-1.794215, -4.787082, -4.123114], [-2.164281, -3.465115, 5.145311], [-1.434130, -1.781834, 6.524384], [-1.622011, -0.153024, 5.794185], [0.015373, -0.919661, 5.906186], [-3.833806, -4.105376, 0.975208], [-4.767376, -3.870751, 2.488919], [-4.659684, -5.508122, 1.742049], [-1.619959, -5.425141, 1.038168], [-2.455917, -6.801124, 1.830926], [-1.009256, -6.061022, 2.610971], [-3.957979, -4.864514, 4.672463], [-2.390783, -5.769843, 4.735602], [-3.814871, -6.475603, 3.899762], [4.712061, -4.187140, -0.351814], [4.408942, -5.407568, 0.924869], [4.275111, -3.650807, 1.312569], [2.918055, -5.319040, -1.838749], [1.260889, -5.565615, -1.184066], [2.639676, -6.533974, -0.547916], [1.933117, -4.099075, 2.237672], [2.095422, -5.840371, 1.803388], [0.699529, -4.889876, 1.191147], [1.413921, 2.810224, 2.400337], [-0.037116, 3.596223, 2.674477], [-1.453349, 3.129665, 1.916406], [-0.069225, 4.753039, 3.627633], [0.136749, 6.054851, 3.124506], [0.301367, 7.143080, 2.752397], [-0.304323, 4.500837, 4.995805], [-0.494903, 4.337790, 6.130028], [-0.262308, 3.220108, -0.415309], [-0.484485, 4.101247, -0.021757], [-0.237116, 3.383712, -1.391632], [1.589923, 0.115109, 1.253539], [0.892167, 8.285656, 0.989257], [0.861705, 7.715643, -0.405603], [-0.142750, 8.170801, -1.275521], [-0.261486, 7.648151, -2.554527], [0.620343, 6.658411, -2.971185], [1.654238, 6.180791, -2.139030], [2.352859, 5.054010, -2.679017], [3.550650, 4.443798, -2.213435], [4.786346, 5.039640, -2.506565], [5.975474, 4.487521, -2.025570], [5.939985, 3.342864, -1.232252], [4.715796, 2.748108, -0.923680], [3.510242, 3.281888, -1.412800], [2.195410, 2.635498, -1.050685], [1.252631, 2.749304, -1.899997], [2.123684, 2.051402, 0.073855], [1.788625, 6.723471, -0.836529], [2.841410, 6.232311, 0.125054], [0.051329, 8.964770, 1.166858], [1.813427, 8.854514, 1.148072], [0.814232, 7.484027, 1.731462], [-0.858129, 8.919632, -0.946009], [-1.056163, 7.979291, -3.214791], [0.493285, 6.214795, -3.956828], [1.647877, 4.278966, -2.639028], [4.809581, 5.939427, -3.113899], [6.924848, 4.956131, -2.263781], [6.858793, 2.912959, -0.845779], [4.680158, 1.862072, -0.291603], [3.836821, 6.320620, -0.314601], [2.633341, 5.204212, 0.430002], [2.895539, 6.821618, 1.043602]], "forces_ev_per_angstrom": [[-0.8750, 3.3533, -0.1814], [-0.2257, 0.2594, 0.0144], [2.1449, -3.1623, 0.4450], [-0.2702, 1.7321, -1.2211], [-2.3011, 1.3723, 1.4979], [1.3498, -1.8191, -0.1256], [0.6868, -2.2577, -0.8868], [0.0305, -1.7109, -0.7475], [-0.9132, -2.1950, -1.6641], [-0.9500, -1.3455, -1.6318], [1.8430, 0.6717, 1.9041], [-0.0153, 1.8396, 0.9397], [-1.7625, -2.6116, -2.5415], [0.1005, 0.1227, 0.1395], [-2.1777, -9.9261, -6.1458], [1.2847, 12.3233, 7.3487], [0.3883, -0.3874, 0.0233], [0.0160, -0.3135, 0.3042], [-0.1746, 0.3053, 0.0006], [0.4728, -0.0392, -0.1317], [-0.6134, -1.7427, -0.3287], [-1.2551, -2.3121, 0.9996], [1.0138, 1.6701, -2.4854], [0.9173, 2.0459, 0.7834], [-1.5048, -3.7180, 1.5371], [0.1013, 0.1958, -0.1044], [-3.4250, -8.5413, -0.7194], [4.1185, 11.9427, 1.2814], [-0.1624, -0.1468, -0.4879], [-0.3437, 0.1571, -0.3031], [0.2248, -0.2629, -0.2633], [0.0983, 0.2037, 0.2739], [1.4749, -6.4662, 3.2705], [-4.5033, 5.2344, -3.3779], [-0.3745, -0.1644, 0.5351], [0.3560, 0.0867, 0.0142], [-0.1016, -0.1574, -0.3213], [-0.2270, 0.1047, 0.1880], [-0.5387, 0.2055, 0.4391], [-0.3794, -0.4089, -0.2698], [0.4127, 0.2294, 0.4414], [0.0855, 0.0418, -0.0859], [-0.0451, -0.0221, -0.0750], [0.5475, -0.0501, 0.4355], [-0.3503, -0.3678, 0.4075], [0.3997, 0.1029, -0.5033], [0.5439, -0.0884, -0.2386], [-0.5059, 0.1145, -0.3707], [-0.0100, 0.5141, 0.1981], [0.5053, -0.0196, -0.3394], [0.1158, 0.5407, 0.3913], [-0.1370, -0.4320, 0.4079], [-0.5669, 0.1024, -0.3975], [-0.0381, -0.4616, 0.4125], [-0.0671, 0.4829, 0.2651], [-0.0339, -0.0422, 0.0647], [0.1614, 0.2023, -0.6502], [0.5563, -0.3930, -0.0421], [-0.6364, 0.1764, -0.1067], [-0.0713, -0.2246, 0.5920], [0.3607, -0.3940, -0.2926], [0.2864, 0.4246, 0.1352], [-0.1191, -0.1426, 0.5987], [0.2307, 0.4615, 0.1375], [-0.4708, 0.1172, -0.3739], [0.4269, -0.3900, -0.2516], [-0.5207, 0.1418, -0.2723], [0.3489, 0.5669, -0.0261], [-0.2892, -0.0700, 0.4798], [-0.2052, 0.5075, -0.1970], [-0.0979, -0.4239, -0.4718], [-0.3135, -0.1005, 0.4619], [0.6330, 0.0410, 0.1596], [-0.1307, 0.5368, -0.1366], [-0.1823, -0.4027, -0.5137], [-0.0405, 0.4886, -0.2851], [0.6058, 0.1480, 0.2041], [-0.1961, 0.7172, 1.2922], [0.4685, 0.6427, 0.8196], [-0.8323, 0.6739, 1.7070], [0.1468, 0.8871, -0.3514], [-0.5680, -2.6838, 1.4840], [-2.6321, -1.8289, 6.5027], [0.1861, 0.6190, -0.5894], [-0.0446, -0.1561, 0.0991], [-2.1508, 3.6380, -1.0694], [0.0145, -1.1974, -0.0696], [0.3453, -0.4822, 1.3314], [3.0385, -2.7280, 1.4822], [1.4044, 1.9645, -4.8605], [-0.0249, 0.7794, -0.2576], [0.1237, -0.3748, -0.2119], [0.2570, -0.3780, 0.2260], [0.0948, -0.0233, -0.0534], [-0.3301, 0.6174, 0.4292], [-0.6437, -1.2983, -0.0112], [0.0214, 0.9007, 0.5559], [0.1713, -0.3768, 0.1755], [-0.4830, -0.0011, -0.0018], [-0.2523, -0.0765, 0.0017], [-0.2201, 0.2413, -0.3164], [0.6505, -0.1406, -0.0842], [0.3044, 0.4337, 0.4722], [2.8249, 0.7096, -0.8256], [1.2552, 1.2094, -3.3097], [-0.4722, 0.3066, -0.2218], [0.1513, 0.2303, 0.1546], [0.0579, -0.2676, -0.0382], [0.1810, -0.0747, 0.1622], [1.5515, 1.1551, -2.2889], [0.1803, -0.0407, 0.1149], [0.0423, -0.0028, -0.0196], [0.1916, 0.0205, 0.1271], [0.7268, 0.5968, -0.4174], [-0.1041, -0.0707, 0.0608], [-0.0531, -0.0035, 0.0063], [-0.0634, 0.0425, -0.0345], [-0.1204, 0.1990, -0.0848], [-0.0113, -0.3805, -0.0432], [0.2548, -0.0586, -0.0592], [-0.3592, 0.0065, -0.1487]], "lowdin_charge": [0.626, -0.082, -0.252, 0.014, -0.215, 0.162, -0.029, -0.563, 0.001, 0.190, -0.198, 0.039, -0.242, -0.080, -0.850, 0.912, -0.554, -0.065, -0.079, -0.059, 0.024, 0.171, -0.208, 0.025, -0.250, -0.082, -0.805, 0.972, -0.551, -0.062, -0.066, -0.080, -0.730, 1.044, -0.554, -0.062, -0.062, -0.070, 0.075, 0.081, 0.075, 0.103, 0.098, 0.076, 0.086, 0.085, 0.082, 0.072, 0.084, 0.085, 0.084, 0.087, 0.082, 0.091, 0.081, 0.095, 0.074, 0.087, 0.087, 0.059, 0.091, 0.083, 0.064, 0.082, 0.086, 0.086, 0.086, 0.082, 0.076, 0.080, 0.097, 0.076, 0.088, 0.080, 0.095, 0.081, 0.058, 0.751, -1.151, 0.593, -0.405, -0.138, 0.095, -0.308, 0.057, -0.288, 0.063, 0.088, -0.434, -0.113, -0.199, -0.083, -0.125, -0.068, -0.199, 0.075, -0.211, -0.043, -0.109, -0.105, -0.010, -0.057, -0.571, -0.296, -0.242, -0.139, -0.013, 0.076, 0.084, -0.138, 0.092, 0.084, 0.096, 0.104, 0.107, 0.087, 0.088, 0.121, 0.074, 0.081, 0.076], "e_above_lowest_kj_mol": 165.5, "total_charge": -2, "spin_multiplicity": 1, "homo_energy_ev": [-1.398, -1.394], "e_lumo_ev": [3.45, 3.45], "gap_ev": [4.84, 4.84]}